(1)
DFT (ωB97M-V with the def2-TZVPD basis set) results for the molecule C10H14FN in a non-equilibrium geometry.

Positions of all 26 atoms, in Å:
C (-0.125, 1.654, -0.558)
C (-0.975, 0.507, -0.511)
C (-1.332, 0.788, -2.968)
H (1.923, -1.609, 2.657)
H (1.054, -1.964, -0.575)
H (2.439, 0.242, 2.782)
H (-0.177, -1.692, 2.257)
C (0.589, -2.109, 0.418)
H (-0.336, 2.558, -3.793)
C (0.006, -1.014, 1.411)
H (-1.693, 0.238, -3.764)
H (0.352, 0.546, 2.498)
C (2.052, -0.480, 2.061)
H (0.365, 3.379, -1.939)
H (-2.168, -0.909, 0.743)
F (-1.309, 0.600, 1.947)
N (0.808, 0.100, 1.739)
H (0.626, 1.919, 0.298)
C (-1.417, 0.097, -1.745)
C (-0.203, 2.366, -1.670)
H (2.774, -0.789, 1.147)
C (-0.765, 1.996, -2.976)
H (-2.034, -0.851, -1.751)
H (1.241, -2.697, 1.086)
C (-1.213, -0.349, 0.864)
H (-0.484, -2.528, 0.341)

Forces on the atoms, in the same order (eV/Å):
C 0.6 -0.5 3.4
C 1.2 -0.8 1.3
C 0.0 -1.0 1.5
H 0.4 3.0 -1.1
H -0.5 0.6 0.7
H 1.3 -0.5 -0.2
H -0.5 0.5 0.4
C -2.2 0.0 1.2
H -0.9 0.1 -0.4
C 0.0 -1.2 -3.0
H -0.6 -0.6 -2.0
H 0.5 0.5 0.7
C 2.3 -2.5 1.2
H -0.7 -2.1 1.8
H 0.7 0.3 0.4
F -3.2 0.3 -1.0
N 2.1 -1.9 -0.9
H -2.0 -0.4 -1.7
C -2.5 -2.0 1.0
C 1.7 4.5 -5.4
H -1.7 1.2 2.0
C 1.9 0.6 2.8
H 0.8 1.0 -0.1
H -0.4 -0.3 -0.9
C -0.4 2.1 -1.3
H 2.1 -0.8 -0.7

HOMO energy = -9.1 eV
orbital gap = 9.998 eV
net charge = 0
LUMO energy = 0.921 eV
energy above the lowest of the compared OMol25 structures with the same formula, charge and spin = 89.2 kcal per mole

(2)
DFT (ωB97M-V with the def2-TZVPD basis set) results for the molecule C10H14N2 in a non-equilibrium geometry.

Positions of all 26 atoms, in Å:
H (3.961, -1.346, 0.791)
C (-2.509, -0.165, 0.225)
H (1.286, 1.695, 0.902)
C (3.784, -1.005, -0.237)
H (1.477, -2.111, -0.452)
H (-0.065, 1.658, -0.484)
H (2.965, 0.991, 1.614)
N (-0.773, -1.740, -0.437)
C (-2.023, -1.480, 0.061)
H (2.898, 2.119, 0.054)
H (-3.628, -2.351, 0.948)
C (-0.054, -0.569, -0.531)
N (-2.806, -2.575, 0.175)
H (-2.118, -3.356, 0.418)
C (1.345, -0.874, -0.489)
H (-3.626, -0.110, 0.556)
H (-2.636, 2.582, -1.468)
C (2.391, 1.220, 0.673)
C (-0.577, 0.752, -0.362)
C (2.411, -0.225, -0.106)
H (4.611, -0.355, -0.755)
H (3.386, -1.888, -0.770)
H (-1.937, 3.341, 0.197)
C (-2.456, 2.435, -0.320)
H (-3.453, 2.325, 0.013)
C (-1.856, 1.033, -0.217)

Forces on the atoms, in the same order (eV/Å):
H 1.0 0.3 -0.2
C -3.7 0.7 -0.1
H 2.9 -1.8 -0.3
C -1.8 1.5 0.1
H -0.3 3.3 -1.0
H 1.9 0.5 -0.6
H -0.6 0.7 -0.8
N -1.0 3.1 1.0
C 1.7 2.2 -1.9
H -0.7 -2.3 1.4
H 2.9 -1.4 -2.6
C -0.6 -0.4 1.5
N -2.1 -1.4 3.6
H -1.9 1.0 -0.2
C 0.0 -4.2 -0.2
H 2.0 0.0 -0.6
H 0.8 0.3 2.0
C -0.8 0.8 -1.6
C 2.8 -1.0 -1.9
C 2.1 3.0 1.1
H -1.5 -1.6 1.1
H 1.3 0.4 -0.2
H -0.7 -1.9 -1.1
C 0.5 -0.1 -1.8
H -1.1 0.3 0.8
C -2.9 -2.0 2.3

HOMO energy = -7.8 eV
orbital gap = 8.446 eV
net charge = 0
LUMO energy = 0.679 eV
energy above the lowest of the compared OMol25 structures with the same formula, charge and spin = 84.5 kcal per mole

(3)
DFT (ωB97M-V with the def2-TZVPD basis set) results for a cluster of 3 separate species, C10H14N2O2S in total in a non-equilibrium geometry.

Positions of all 29 atoms, in Å:
C (4.503, 0.170, -0.008)
O (3.971, -0.028, -1.032)
H (-1.503, 0.892, -2.835)
C (-0.381, -1.336, -0.559)
H (-1.538, 3.442, 0.607)
C (-1.344, -2.509, -0.344)
S (0.491, 2.527, 1.053)
H (-0.019, 2.082, -2.797)
C (1.432, -1.927, 1.068)
C (-0.517, 0.443, 2.508)
C (0.557, 1.088, 2.083)
H (-2.344, 1.598, -0.752)
H (-1.443, 0.607, 1.997)
H (-0.083, -1.352, -1.591)
H (2.725, -2.132, 2.576)
C (-0.886, 3.253, -0.241)
N (0.577, -1.499, 0.409)
H (-0.447, 4.031, -0.829)
O (4.842, 0.432, 1.081)
H (-0.509, -0.264, 3.418)
H (-2.709, -4.000, -0.932)
H (1.412, 2.243, 0.097)
H (-1.938, -2.991, -2.286)
N (2.253, -2.477, 1.768)
C (-1.478, 2.170, -1.180)
H (-1.569, -2.730, 0.720)
H (-0.994, -0.360, -0.375)
C (-2.036, -3.211, -1.231)
C (-1.024, 1.836, -2.396)

Forces on the atoms, in the same order (eV/Å):
C -1.6 0.4 0.7
O 1.2 0.0 0.7
H 0.7 1.7 0.3
C -3.5 0.2 0.4
H -0.5 1.0 -0.7
C -1.2 0.0 0.8
S 0.2 0.1 -1.0
H -1.0 0.4 0.1
C 0.7 -0.3 1.1
C 0.1 -0.5 1.2
C 0.4 0.5 0.1
H 0.8 0.7 -0.6
H -0.9 -0.1 0.2
H 0.7 0.2 -0.4
H 0.0 0.4 0.1
C -0.2 -3.4 0.1
N 0.2 1.2 -1.2
H 0.2 0.8 0.3
O 0.4 -0.5 -1.4
H 0.2 1.0 -1.8
H 0.0 0.0 0.0
H -0.3 -0.2 0.4
H 0.0 -0.2 -0.2
N 1.0 -1.0 0.3
C 0.1 0.6 1.0
H 0.5 0.2 -0.6
H 1.2 -1.5 -0.3
C 0.5 0.5 -0.3
C 0.0 -2.3 0.4

HOMO energy (alpha / beta) = -7.9 / -7.9 eV
orbital gap (alpha / beta) = 8.174 / 8.174 eV
net charge = 0
LUMO energy (alpha / beta) = 0.240 / 0.240 eV
energy above the lowest of the compared OMol25 structures with the same formula, charge and spin = 168.5 kcal per mole

(4)
DFT (ωB97M-V with the def2-TZVPD basis set) results for a structure of composition C10H14N2PPb in a non-equilibrium geometry.

Positions of all 28 atoms, in Å:
N (0.477, -1.211, 1.556)
H (-1.362, 3.075, -3.779)
H (-2.499, 3.159, 0.464)
H (-0.376, 4.801, 0.132)
H (-2.701, -4.035, -0.576)
H (-0.501, -2.052, 3.184)
H (-2.426, -2.914, -2.445)
C (-0.856, 4.212, -0.647)
H (0.343, 4.725, -2.474)
P (-1.756, -3.127, -1.182)
Pb (-1.339, -0.678, 0.286)
H (1.067, 0.562, -0.226)
C (-2.316, 2.804, -1.768)
C (1.614, -1.095, 0.832)
H (-0.719, -4.049, -1.588)
C (2.808, -2.461, 2.384)
C (2.802, -1.700, 1.212)
H (3.727, -2.935, 2.731)
H (1.589, -3.194, 4.031)
C (0.464, -1.988, 2.679)
C (-1.976, 3.361, -0.468)
H (-3.149, 2.130, -1.966)
H (2.245, -0.341, -0.953)
N (1.410, -0.393, -0.370)
C (-1.388, 3.319, -2.719)
H (3.684, -1.549, 0.585)
C (-0.482, 4.179, -2.029)
C (1.616, -2.605, 3.114)

Forces on the atoms, in the same order (eV/Å):
N 1.2 -1.2 0.6
H 0.0 0.2 0.3
H 0.1 0.2 -0.3
H -0.1 -0.2 -0.2
H 0.6 0.4 -0.4
H 0.4 -0.1 -0.1
H 0.4 -0.2 0.7
C -1.8 -1.3 1.3
H -0.2 -0.1 0.1
P -0.2 -0.8 -0.4
Pb -1.9 0.5 -0.3
H 0.2 -0.4 -0.1
C 1.2 0.6 -1.5
C -0.9 0.2 0.1
H -0.7 0.5 0.2
C -0.4 0.3 -0.4
C 0.3 -0.2 0.2
H -0.3 0.1 -0.1
H 0.0 0.1 -0.3
C 0.4 0.8 -0.8
C 2.0 1.5 0.2
H 0.3 0.2 0.0
H -0.2 -0.1 0.1
N 1.2 0.4 0.2
C -0.6 -0.5 0.8
H -0.2 -0.2 0.4
C -0.9 -0.7 -0.7
C 0.1 -0.2 0.3

HOMO energy (alpha / beta) = -10.6 / -9.6 eV
orbital gap (alpha / beta) = 6.942 / 5.444 eV
net charge = +1
LUMO energy (alpha / beta) = -3.681 / -4.153 eV
energy above the lowest of the compared OMol25 structures with the same formula, charge and spin = 5.0 kcal per mole

(5)
DFT (ωB97M-V with the def2-TZVPD basis set) results for a structure of composition C10H14N2PRe in a non-equilibrium geometry.

Positions of all 28 atoms, in Å:
H (-1.089, -0.456, 5.107)
C (-0.299, -1.552, -2.675)
H (1.393, -1.870, 2.791)
H (-2.077, 0.659, 3.365)
H (-1.996, -0.179, -3.369)
C (0.717, -0.739, 1.110)
H (-2.076, 1.055, 0.773)
H (0.329, 3.463, -1.608)
H (0.099, 1.488, -3.941)
C (1.491, -0.041, -2.991)
C (1.129, -1.290, -2.462)
H (0.266, -1.529, 4.952)
N (-0.259, 0.026, 0.577)
C (-0.910, -0.363, -3.190)
C (-1.297, 0.525, 1.307)
C (0.694, -1.106, 2.415)
N (-0.409, -0.925, 4.528)
H (-0.732, -2.487, -2.332)
H (-0.972, 2.885, -0.150)
H (2.469, 0.458, -3.054)
Re (0.102, 0.137, -1.464)
C (0.210, 0.535, -3.515)
C (-0.360, -0.649, 3.210)
H (1.426, 2.438, 0.251)
C (-1.337, 0.230, 2.671)
P (0.271, 2.440, -0.635)
H (1.554, -1.014, 0.464)
H (1.661, -2.140, -2.134)

Forces on the atoms, in the same order (eV/Å):
H 0.2 -0.3 0.0
C 0.1 -0.3 -0.8
H -0.2 0.7 -0.1
H 0.2 -0.3 -0.7
H 1.3 -0.2 0.0
C -0.1 0.2 0.7
H 0.2 0.1 0.1
H 0.7 0.0 0.4
H -0.1 1.0 -0.5
C -0.2 1.7 -2.0
C -0.7 -3.3 -1.4
H 0.1 -0.1 0.2
N -0.4 -0.3 -0.1
C -0.1 -1.1 -3.3
C 1.0 -1.5 1.6
C 0.1 -1.3 0.2
N -0.3 0.1 -0.1
H -0.3 0.4 -0.1
H 0.6 0.1 0.9
H -0.7 -0.5 -0.1
Re -0.9 5.0 6.2
C -0.2 -1.4 0.1
C -0.3 1.0 0.8
H -1.2 1.0 -0.2
C 0.0 0.3 -0.7
P 0.4 -0.7 -1.6
H -0.4 0.0 0.1
H 1.2 -0.4 0.4

2S+1 = 4
HOMO energy (alpha / beta) = -9.4 / -11.2 eV
orbital gap (alpha / beta) = 6.663 / 7.141 eV
⟨S²⟩ = 3.77
net charge = +1
LUMO energy (alpha / beta) = -2.728 / -4.061 eV
energy above the lowest of the compared OMol25 structures with the same formula, charge and spin = 0.0 kcal per mole

(6)
DFT (ωB97M-V with the def2-TZVPD basis set) results for a structure of composition C10H14N2PSn in a non-equilibrium geometry.

Positions of all 28 atoms, in Å:
Sn (0.204, -1.606, -0.386)
H (2.267, -2.198, 2.510)
H (-1.835, -2.633, 1.902)
H (3.211, -3.241, 0.748)
C (1.436, 1.588, -4.073)
H (1.092, 1.672, 1.372)
N (0.642, 0.853, 0.970)
N (-0.830, -0.868, 1.367)
H (-2.751, -1.653, 4.021)
C (-0.800, 2.050, -3.678)
H (-1.740, 2.586, -3.587)
C (0.796, 0.367, -3.709)
P (1.941, -2.832, 1.270)
H (0.644, 3.679, -4.236)
H (-1.383, -0.078, -3.243)
C (-0.635, 0.827, 3.058)
H (-1.935, 0.613, 4.770)
C (-0.612, 0.653, -3.498)
H (0.379, 1.038, -0.003)
H (1.274, -0.604, -3.567)
C (-0.323, 0.302, 1.795)
C (-1.588, -1.619, 2.224)
H (1.372, -4.072, 1.682)
C (-1.576, 0.170, 3.844)
H (-0.155, 1.755, 3.365)
C (0.459, 2.629, -4.034)
H (2.491, 1.705, -4.303)
C (-2.043, -1.082, 3.418)

Forces on the atoms, in the same order (eV/Å):
Sn 0.1 -1.1 -1.7
H 0.0 -0.5 -0.4
H -0.1 0.4 0.0
H -0.6 0.2 0.4
C -0.5 -1.0 0.5
H -0.1 -0.1 -0.2
N 0.0 1.1 0.1
N 0.0 -0.3 1.8
H 0.3 0.2 -0.2
C -0.6 -2.5 0.5
H 0.2 -0.2 -0.1
C 1.3 1.6 -0.5
P 0.1 -0.2 0.3
H 0.0 -0.2 0.0
H 0.3 0.3 -0.2
C -0.3 0.0 0.0
H 0.2 -0.1 -0.1
C -1.0 2.4 0.1
H 0.1 -0.1 0.4
H -0.1 0.4 -0.3
C 0.0 -0.2 0.3
C -0.3 1.0 -0.1
H 0.5 0.4 0.1
C 0.4 0.0 -0.7
H -0.3 -0.2 0.0
C 0.9 -1.0 -0.1
H -0.3 0.0 0.1
C -0.1 -0.5 0.0

HOMO energy (alpha / beta) = -10.6 / -9.9 eV
orbital gap (alpha / beta) = 6.783 / 5.756 eV
net charge = +1
LUMO energy (alpha / beta) = -3.785 / -4.097 eV
energy above the lowest of the compared OMol25 structures with the same formula, charge and spin = 13.5 kcal per mole

> Which value of energy above the lowest of the compared OMol25 structures with the same formula, charge and spin does entry 6 give?

13.5 kcal per mole